The following is a quantum chemistry calculation of a 2-piece molecular cluster, C2H7NO2 overall at a distorted geometry, from the OMol25 dataset.

Geometry as ORCA input:
```
! RIJCOSX wB97M-V def2-TZVPD def2/J DEFGRID3
* xyz 0 1
C 0.763 -0.824 2.085
O 1.821 -0.359 1.750
H -0.003 -0.953 1.301
H 0.507 -1.017 3.142
N -0.005 1.271 -0.733
C -1.025 0.265 -0.762
O -1.329 -0.356 -2.007
H 0.932 0.883 -0.674
H 0.037 1.840 -1.568
H -0.821 -0.549 -0.082
H -1.940 0.822 -0.594
H -0.676 -0.980 -2.332
*
```

Summary:
- E_tot: -285.58233 Eh
- HOMO-LUMO gap: 10.532 eV
- SMILES string: C=O.NCO